{"formula": "C7H7IO3", "method": "the ωB97M-V functional and the def2-TZVPD basis", "species": ["C", "C", "C", "I", "C", "C", "C", "O", "O", "C", "O", "H", "H", "H", "H", "H", "H", "H"], "xyz": [[-0.697, -2.172, 0.648], [0.851, -1.614, 0.361], [0.779, -0.592, -0.961], [2.643, -0.497, -2.103], [0.252, 0.851, -0.373], [-0.899, 1.544, -1.011], [-1.103, 2.883, -0.085], [-2.069, 3.803, -0.330], [-0.136, 2.904, 1.055], [0.782, 1.729, 0.930], [1.789, 1.483, 1.784], [-0.789, -2.604, 1.757], [-0.950, -3.057, -0.103], [-1.511, -1.309, 0.522], [1.168, -1.015, 1.319], [1.539, -2.542, 0.172], [-0.092, -1.021, -1.656], [-1.557, 1.225, -1.927]], "forces_ev_per_angstrom": [[0.0506, -0.2408, 0.0381], [-1.1880, -0.0550, 0.1223], [-2.0281, -0.1726, 2.3175], [-0.9472, 0.1056, 0.6456], [-2.9261, 1.5506, -2.4134], [3.8415, -0.3544, 3.9854], [-4.5563, 2.8040, -2.0094], [7.0987, -6.1070, 2.3364], [-0.0798, -2.3048, -2.7577], [3.2228, -1.1861, 2.7533], [-7.2717, 1.9315, -6.0437], [0.2759, 1.0033, -2.4917], [0.4763, 1.9691, 1.5614], [1.8434, -1.8523, 0.2711], [-0.2379, -1.1876, -2.0883], [-1.1968, 2.0023, 0.3277], [2.1308, 1.2015, 1.3252], [1.4917, 0.8927, 2.1201]], "mulliken_charge": [-0.91, -0.40, -0.56, 0.08, 0.46, -0.41, 0.44, -0.51, -0.26, 0.47, -0.50, 0.31, 0.28, 0.24, 0.26, 0.34, 0.37, 0.31], "homo_energy_ev": -10.0483, "relative_energy_kcal_mol": 12.4, "lumo_energy_ev": -1.955, "homo_lumo_gap_ev": 8.1, "spin_multiplicity": 1, "smiles": "CC[C@H](I)C1=CC(=O)OC1=O"}



{"formula": "C7H7N", "method": "the ωB97M-V functional and the def2-TZVPD basis", "species": ["C", "C", "C", "C", "C", "N", "C", "C", "H", "H", "H", "H", "H", "H", "H"], "xyz": [[-2.141, -0.382, -0.101], [-1.235, -1.389, 0.027], [0.255, -1.321, -0.041], [1.121, -0.289, 0.078], [2.539, -0.536, -0.049], [3.687, -0.684, -0.208], [0.852, 1.140, 0.497], [0.066, 1.941, -0.288], [-3.179, -0.599, 0.201], [-1.958, 0.711, -0.390], [-1.612, -2.328, 0.373], [0.737, -2.309, -0.105], [1.342, 1.493, 1.413], [-0.341, 1.534, -1.256], [-0.132, 3.018, -0.152]], "forces_ev_per_angstrom": [[0.3017, 0.4780, 0.1733], [0.3341, 2.3358, 0.3308], [-0.1834, -0.3618, -0.2072], [-0.2802, 0.6535, 0.9077], [1.9025, -0.5639, -0.3310], [-2.0831, 0.2763, 0.3726], [-1.6377, 0.7927, -1.8947], [0.9674, -0.9411, -0.0807], [0.5075, 0.0402, -0.4235], [-0.0710, -2.1457, 0.4150], [-0.1439, -0.5482, -0.0172], [-0.2516, 0.4661, -0.3441], [-0.1612, -0.1184, -0.4656], [0.5736, 0.3927, 1.1714], [0.2252, -0.7562, 0.3932]], "mulliken_charge": [-0.67, -0.12, -0.21, 0.45, 0.04, -0.45, -0.22, -0.81, 0.24, 0.13, 0.30, 0.33, 0.36, 0.37, 0.27], "homo_energy_ev": -9.3350, "relative_energy_kcal_mol": 42.7, "lumo_energy_ev": -0.278, "homo_lumo_gap_ev": 9.1, "spin_multiplicity": 1, "smiles": "C=C/C=C(/C#N)C=C"}



{"formula": "C7H7N", "method": "the ωB97M-V functional and the def2-TZVPD basis", "species": ["C", "C", "C", "C", "C", "C", "C", "N", "H", "H", "H", "H", "H", "H", "H"], "xyz": [[-0.568, 2.146, -0.103], [-3.382, 1.036, 0.008], [-0.010, 1.076, 0.336], [-2.774, 0.004, 0.142], [1.263, -1.150, 0.251], [1.669, -0.768, -1.118], [0.357, -0.135, 0.960], [1.553, -2.255, 0.794], [-1.143, 2.888, -0.662], [-3.631, 2.023, -0.125], [2.160, -1.606, -1.547], [0.794, -0.430, -1.649], [2.550, -0.023, -0.934], [-0.108, -0.399, 1.924], [1.269, -2.406, 1.725]], "forces_ev_per_angstrom": [[2.0593, -3.7140, 1.0858], [0.4874, -1.4845, 0.2018], [-1.9724, 2.9866, -0.5875], [-0.1713, -0.3975, 0.0500], [-2.1314, 1.1796, 1.8445], [2.1551, 0.9633, 1.3239], [0.1722, 0.4113, -1.3320], [1.2503, -0.4568, -1.7318], [0.7224, -0.5944, 0.5970], [-0.6643, 1.5926, -0.2118], [0.0998, -0.8317, -0.7189], [0.2384, 0.5159, -0.4999], [-1.9096, -0.6221, -0.8318], [0.4082, 0.2388, -0.4879], [-0.7441, 0.2130, 1.2986]], "mulliken_charge": [-0.37, -0.30, -0.14, -0.09, 0.98, -1.14, -0.52, -0.73, 0.40, 0.34, 0.37, 0.37, 0.27, 0.35, 0.22], "homo_energy_ev": [-9.6367, -8.4454], "relative_energy_kcal_mol": 205.0, "lumo_energy_ev": [-1.377, -2.949], "homo_lumo_gap_ev": [8.3, 5.5], "spin_multiplicity": 1}



{"formula": "C7H7N", "method": "the ωB97M-V functional and the def2-TZVPD basis", "species": ["C", "C", "C", "C", "C", "C", "C", "N", "H", "H", "H", "H", "H", "H", "H"], "xyz": [[0.500, -1.762, -0.939], [-0.662, -0.733, -0.734], [-0.083, 0.678, -0.140], [0.683, 0.425, 1.343], [0.400, 1.530, 2.006], [-0.627, 2.334, 1.957], [-1.232, 2.723, 0.672], [-0.873, 1.838, -0.189], [0.074, -2.729, -1.196], [1.214, -2.009, -0.037], [1.073, -1.205, -1.697], [-1.459, -1.075, -0.027], [-1.106, -0.463, -1.678], [0.778, 0.865, -0.769], [1.319, -0.419, 1.428]], "forces_ev_per_angstrom": [[0.3288, 1.0683, 1.5447], [0.2964, 1.0417, 2.5603], [0.7038, -2.2003, 0.3262], [-1.2957, 1.4630, -1.7822], [-1.9247, 1.3035, 0.7559], [1.3361, -0.5310, 0.7448], [2.4575, -3.3891, -0.9940], [-1.9411, 1.6348, 0.2271], [0.2392, 0.1351, -0.6735], [-1.5723, 0.8887, -1.4997], [0.3398, -1.2191, -0.1243], [0.5773, 0.1359, -0.6520], [-0.1928, -0.2122, -0.3599], [0.3105, 0.3117, -0.3891], [0.3371, -0.4311, 0.3157]], "mulliken_charge": [-0.92, -0.46, 0.15, -0.37, 0.01, -0.19, 0.10, -0.36, 0.32, 0.22, 0.30, 0.32, 0.31, 0.20, 0.37], "homo_energy_ev": [-8.9773, -7.9700], "relative_energy_kcal_mol": 174.0, "lumo_energy_ev": [-1.043, -1.183], "homo_lumo_gap_ev": [7.9, 6.8], "spin_multiplicity": 1, "smiles": "CC[C@@H]1C=C=C=C=N1"}



{"formula": "C7H7N", "method": "the ωB97M-V functional and the def2-TZVPD basis", "species": ["C", "C", "C", "C", "C", "C", "C", "N", "H", "H", "H", "H", "H", "H", "H"], "xyz": [[1.032, 1.153, -0.009], [1.578, 0.055, -0.490], [0.830, -1.194, 0.085], [-0.684, -1.286, 0.019], [-1.455, -0.214, -0.616], [-1.296, 0.991, 0.008], [-0.075, 0.771, 1.016], [-0.036, -0.715, 1.216], [1.214, 2.155, -0.694], [2.414, -0.214, -1.254], [1.422, -2.162, 0.271], [-1.147, -2.231, 0.073], [-2.052, -0.419, -1.534], [-1.701, 1.970, -0.136], [-0.046, 1.341, 2.046]], "forces_ev_per_angstrom": [[0.7266, 2.1941, -1.5100], [0.5302, -4.1918, -0.8089], [1.9730, 0.2565, 0.6503], [0.7581, 1.9083, -0.1820], [-0.9596, 1.7304, -0.4921], [1.1607, -2.6183, 0.9437], [-1.2106, 1.5101, -0.0375], [0.8762, 0.1277, -0.6954], [-0.6291, -2.1787, 2.6808], [-1.7932, 1.2613, 1.2424], [-1.0175, 1.5870, -0.3203], [-0.2678, -1.0882, 0.3246], [0.3339, 0.3521, 0.9468], [-0.2615, 0.1993, -0.5166], [-0.2192, -1.0498, -2.2259]], "mulliken_charge": [-0.52, -0.38, 0.01, -0.20, -0.45, -0.68, 0.42, -0.58, 0.24, 0.30, 0.31, 0.43, 0.36, 0.45, 0.31], "homo_energy_ev": -8.7235, "relative_energy_kcal_mol": 65.6, "lumo_energy_ev": 1.088, "homo_lumo_gap_ev": 9.8, "spin_multiplicity": 1, "smiles": "C1=C[C@@H]2[C@@H]3C=C[C@H]1N23"}



{"formula": "C7H7N", "method": "the ωB97M-V functional and the def2-TZVPD basis", "species": ["C", "C", "C", "C", "C", "C", "C", "N", "H", "H", "H", "H", "H", "H", "H"], "xyz": [[1.496, 1.083, 0.050], [1.948, -0.101, -0.426], [0.750, -1.139, -0.260], [-0.763, -1.099, 0.033], [-2.010, -0.099, -0.358], [-1.477, 1.108, -0.030], [0.037, 0.815, 0.073], [0.049, -0.340, 0.885], [2.023, 2.094, 0.569], [2.962, -0.774, -0.486], [1.076, -2.059, 0.300], [-1.204, -2.134, 0.420], [-3.010, -0.651, -0.325], [-1.910, 2.139, -0.147], [-0.163, 0.353, -1.018]], "forces_ev_per_angstrom": [[2.8128, 3.4309, 0.4398], [1.5010, -2.3897, 0.4608], [1.1324, -0.4754, 3.2036], [-4.3513, -2.0295, 0.2688], [0.8998, -1.7253, 1.9414], [-1.2516, 1.7477, -0.9978], [-2.2238, 0.4675, -2.2485], [-0.0961, -2.9483, -0.1052], [-1.1780, -3.1790, -2.0718], [-2.2179, 2.7335, 0.1177], [0.3966, 0.4103, -1.4270], [1.1857, 2.0570, -0.7831], [1.3148, 1.6950, -0.4484], [0.1866, -1.3303, 0.4028], [1.8890, 1.5356, 1.2468]], "mulliken_charge": [-0.33, -0.30, -0.17, 0.19, -0.59, -0.37, 0.14, -0.52, 0.23, 0.26, 0.31, 0.23, 0.30, 0.29, 0.32], "homo_energy_ev": -8.4615, "relative_energy_kcal_mol": 199.2, "lumo_energy_ev": 0.941, "homo_lumo_gap_ev": 9.4, "spin_multiplicity": 1, "smiles": "C1=C[C@@H]2[C@@H]3C=C[C@@H]1N23"}



{"formula": "C7H7N2", "method": "the ωB97M-V functional and the def2-TZVPD basis", "species": ["C", "C", "C", "C", "C", "C", "C", "N", "N", "H", "H", "H", "H", "H", "H", "H"], "xyz": [[-0.499, -1.866, -0.722], [1.189, 1.579, 0.079], [1.004, 1.272, -1.280], [0.713, 1.116, 1.264], [0.558, 0.084, -1.698], [-0.461, 0.396, 1.308], [-1.590, -0.174, 1.469], [-1.102, -2.754, -0.204], [-0.067, -0.753, -0.947], [1.844, 2.398, 0.235], [1.477, 1.822, -2.041], [1.302, 1.232, 2.267], [0.745, -0.110, -2.745], [-0.836, -3.709, 0.005], [-1.881, -1.137, 1.218], [-2.396, 0.606, 1.791]], "forces_ev_per_angstrom": [[-0.2512, 0.0100, 0.3347], [1.2137, 2.0533, -1.5205], [0.9334, 0.9324, 3.0816], [-0.7846, -1.7642, 2.4916], [-0.3765, -1.3004, -3.5205], [1.1016, 0.1072, 0.6173], [-1.7511, 3.6791, 1.0092], [0.2478, -0.9503, -0.2126], [-0.1687, -1.1097, 1.1312], [0.8602, 0.7058, -0.0497], [0.4467, 1.2116, -0.5208], [-1.2217, 0.1817, -2.0269], [-0.4364, -0.4839, -0.2442], [-0.3209, 0.1083, -0.0477], [-0.5355, -1.7222, -0.3372], [1.0431, -1.6588, -0.1856]], "lowdin_spin": [0.07, 0.28, 0.25, 0.25, 0.29, 0.37, 0.10, 0.14, 0.15, 0.02, 0.01, 0.01, 0.01, 0.01, 0.02, 0.04], "homo_energy_ev": [-11.4744, -14.2602], "relative_energy_kcal_mol": 82.9, "lumo_energy_ev": [-4.033, -8.017], "charge": 1, "homo_lumo_gap_ev": [7.4, 6.2], "spin_multiplicity": 3}



Number 1: total energy -21610.010 eV. Number 2: total energy -8859.773 eV. Number 3: total energy -8852.736 eV. Number 4: total energy -8854.080 eV. Number 5: total energy -8858.778 eV. Number 6: total energy -8852.984 eV. Number 7: total energy -10339.091 eV.